The following is a quantum chemistry calculation of C2H3N3O2 in the gas phase, from OMol25.

Structure (XYZ):
```
10
Properties=species:S:1:pos:R:3:nbo_charge:R:1
N -1.8204 0.0118 0.0108 -0.80
C -0.4744 -0.2267 0.1042 0.50
N 0.0109 -1.3067 0.6226 -0.22
O 1.4063 -1.0952 0.6608 -0.34
C 1.7339 0.1053 0.1211 0.86
O 2.8447 0.5520 0.0294 -0.59
N 0.5020 0.6712 -0.2375 -0.64
H -2.1684 0.5873 -0.7409 0.39
H -2.3667 -0.8234 0.1754 0.41
H 0.3669 1.5393 -0.7318 0.43
```

Properties
Energy relative to the best compared isomer or geometry (same formula, charge and spin) = 100.4 kJ/mol
SMILES = Nc1noc(=O)[nH]1
Frontier orbital gap = 9.71 eV
LUMO = 0.4 eV